# 1
83
Properties=species:S:1:pos:R:3 method="wB97M-V/def2-TZVPD" charge=+2 homo_energy_ev="-12.6712 / -13.9966" spin_multiplicity=4 lumo_ev="-6.24 / -7.78" e_above_lowest_kcal_mol=24.6
Re 0.09 -0.72 0.82
C -0.76 -2.47 1.62
C 0.58 -2.72 1.16
C 0.69 -1.09 2.82
C -0.68 -1.50 2.68
C 1.48 -1.87 1.90
C -2.02 -3.20 1.27
H -1.90 -3.80 0.37
H -2.86 -2.50 1.12
H -2.31 -3.86 2.10
C -1.79 -1.19 3.63
H -2.64 -0.75 3.11
H -1.48 -0.47 4.39
H -2.14 -2.10 4.13
C 1.25 -0.23 3.90
H 1.70 -0.83 4.71
H 0.49 0.42 4.34
H 2.03 0.43 3.52
C 2.98 -1.93 1.95
H 3.31 -2.34 2.91
H 3.41 -0.93 1.86
H 3.37 -2.56 1.15
C 1.02 -3.88 0.29
H 1.48 -4.66 0.93
H 1.79 -3.58 -0.45
H 0.17 -4.33 -0.23
C -1.24 1.13 -3.47
C -1.72 -0.18 -3.45
C -1.35 -1.17 -4.57
C 0.16 -1.23 -4.92
C 1.11 -0.85 -3.82
C 1.58 0.42 -3.62
C 1.11 1.68 -4.30
C -0.43 1.70 -4.59
H -1.96 -0.93 -5.47
H 0.32 -0.66 -5.86
H -1.68 -2.20 -4.31
H -0.63 1.24 -5.59
H -1.63 1.85 -2.73
H -2.78 -0.35 -3.17
H -0.74 2.75 -4.75
H 1.32 2.57 -3.68
H 2.56 0.55 -3.15
H 1.68 1.83 -5.23
H 0.39 -2.27 -5.22
H 1.72 -1.69 -3.42
P -1.30 -0.47 -1.30
C -2.93 0.15 -0.97
C -0.95 -2.13 -1.87
P 1.94 0.30 -0.45
C 0.20 0.67 -1.15
C 2.93 -1.04 -1.22
C 2.91 1.81 -0.58
H -3.12 0.29 0.10
H -3.68 -0.54 -1.38
H -3.03 1.12 -1.47
H -0.09 -2.06 -2.55
H -1.83 -2.42 -2.48
H -0.75 -2.88 -1.11
H 3.69 1.69 -1.35
H 3.37 1.95 0.42
H 2.27 2.68 -0.79
H -0.13 1.68 -0.87
H 0.50 0.69 -2.22
H 3.61 -1.42 -0.45
H 3.52 -0.66 -2.06
H 2.29 -1.86 -1.57
O -2.84 1.08 1.92
C -1.76 1.67 2.14
N -0.54 1.39 1.55
S 0.56 2.65 1.71
O 1.84 2.18 2.19
O 0.52 3.50 0.55
C -0.34 3.32 3.06
C 0.15 4.18 4.04
C -0.72 4.53 5.07
C -2.01 3.98 5.14
C -2.45 3.06 4.20
C -1.60 2.74 3.14
H 1.18 4.55 3.96
H -0.38 5.26 5.81
H -2.67 4.28 5.95
H -3.41 2.57 4.24

***

# 2
115
Properties=species:S:1:pos:R:3 method="wB97M-V/def2-TZVPD" smiles="C=CC[C@@H]1[C@H](I)S(=O)(=O)O[C@@](Br)(C(F)(F)C(F)(F)F)[C@@]1(B(N)O)C(F)(F)C(F)(F)C(F)(F)F.COC(=O)OC.COC(=O)OC.COC(=O)OC.COC(=O)OC.COC(=O)OC.COC(=O)OC" homo_energy_ev=-8.0170 lumo_ev=-0.43
C -2.75 -2.33 -0.98
C -1.85 -1.35 -1.27
C -0.81 -0.77 -0.24
C 0.62 -0.87 -0.81
C 1.39 -2.10 -0.13
I 0.36 -3.96 -0.21
S 1.84 -1.60 1.54
O 2.84 -2.54 1.99
O 0.74 -1.65 2.47
O 2.59 -0.19 1.43
C 2.05 0.85 0.61
Br 0.49 1.52 1.70
C 3.15 1.97 0.72
F 4.34 1.32 0.88
F 3.30 2.79 -0.31
C 3.14 2.89 2.01
F 2.33 3.93 1.94
F 3.11 2.23 3.15
F 4.38 3.46 1.99
C 1.55 0.43 -0.81
B 0.61 1.61 -1.47
N 0.66 3.02 -1.09
O -0.22 1.23 -2.52
C 2.62 0.35 -1.94
F 2.75 1.57 -2.56
F 2.15 -0.39 -3.00
C 4.06 -0.18 -1.69
F 4.23 -0.97 -0.63
F 4.89 0.88 -1.67
C 4.66 -1.02 -2.89
F 5.94 -1.23 -2.55
F 4.12 -2.23 -2.99
F 4.69 -0.35 -4.02
H -2.65 -3.29 -1.51
H -3.54 -2.27 -0.23
H -1.80 -0.88 -2.26
H -0.97 -1.40 0.65
H -1.22 0.21 0.04
H 0.47 -1.24 -1.83
H 2.27 -2.24 -0.76
H -0.10 3.24 -0.45
H 0.64 3.66 -1.87
H -0.18 1.95 -3.16
C -1.83 4.77 7.52
O -0.55 4.14 7.59
C -0.13 3.60 6.44
O -0.74 3.60 5.40
O 1.06 3.06 6.64
C 1.62 2.44 5.48
H -2.05 5.16 8.51
H -1.82 5.59 6.81
H -2.60 4.04 7.26
H 1.76 3.18 4.69
H 0.98 1.63 5.13
H 2.59 2.04 5.75
C -2.00 1.10 -6.46
O -3.43 1.14 -6.45
C -3.96 0.89 -5.25
O -3.35 0.64 -4.24
O -5.29 0.95 -5.37
C -6.00 0.70 -4.15
H -1.68 1.32 -7.48
H -1.59 1.87 -5.80
H -1.63 0.12 -6.19
H -5.74 1.44 -3.40
H -5.79 -0.30 -3.79
H -7.06 0.78 -4.38
C -8.02 -6.38 1.00
O -7.34 -6.13 2.22
C -6.09 -5.68 2.07
O -5.53 -5.47 1.02
O -5.57 -5.49 3.28
C -4.23 -4.99 3.27
H -9.01 -6.75 1.25
H -8.12 -5.47 0.42
H -7.50 -7.15 0.42
H -4.18 -4.02 2.78
H -3.56 -5.70 2.79
H -3.92 -4.88 4.31
C 7.67 -4.95 6.76
O 6.62 -4.10 6.29
C 6.47 -4.10 4.96
O 7.13 -4.73 4.18
O 5.47 -3.27 4.66
C 5.19 -3.16 3.26
H 7.69 -4.87 7.84
H 7.48 -5.99 6.49
H 8.63 -4.62 6.37
H 4.90 -4.13 2.85
H 6.06 -2.77 2.73
H 4.36 -2.47 3.14
C -1.22 -2.23 -10.20
O 0.18 -2.50 -10.09
C 0.63 -2.55 -8.84
O -0.02 -2.39 -7.84
O 1.94 -2.82 -8.88
C 2.57 -2.90 -7.60
H -1.46 -2.21 -11.26
H -1.80 -3.00 -9.72
H -1.45 -1.25 -9.77
H 2.13 -3.71 -7.01
H 2.48 -1.95 -7.07
H 3.62 -3.12 -7.77
C -3.04 9.57 1.77
O -2.19 8.80 2.63
C -2.49 7.50 2.68
O -3.38 6.96 2.08
O -1.63 6.91 3.51
C -1.83 5.50 3.67
H -2.70 10.60 1.82
H -2.96 9.22 0.74
H -4.07 9.52 2.12
H -1.71 4.98 2.71
H -2.81 5.29 4.09
H -1.08 5.13 4.35

***

Number 1: E -70995.1916 eV. Number 2: E -200652.7747 eV.